{"formula": "C46H44F6N5S", "method": "ωB97M-V with the def2-TZVPD basis set", "e_above_lowest_ev": 0.1059, "lumo_ev": -5.1, "total_energy_ev": -82999.71231, "charge": 1, "orbital_gap_ha": 0.18253, "elements": ["C", "C", "C", "N", "C", "S", "C", "C", "N", "C", "C", "C", "N", "C", "C", "C", "C", "C", "C", "C", "C", "H", "H", "H", "H", "H", "H", "H", "H", "H", "H", "H", "H", "H", "H", "H", "H", "H", "H", "H", "H", "H", "F", "C", "F", "F", "C", "N", "C", "C", "C", "C", "C", "C", "C", "C", "C", "C", "C", "C", "C", "C", "C", "N", "C", "C", "F", "F", "F", "C", "C", "C", "C", "C", "C", "C", "C", "C", "C", "H", "H", "H", "H", "H", "H", "H", "H", "H", "H", "H", "H", "H", "H", "H", "H", "H", "H", "H", "H", "H", "H", "H"], "positions_angstrom": [[2.7142, -0.8544, -5.2396], [2.9238, 0.3738, -4.3489], [2.5929, 0.0392, -2.8912], [4.2752, 0.8245, -4.4330], [4.3328, 2.0277, -4.8432], [5.8406, 2.9372, -5.0414], [6.3740, 2.7812, -3.3636], [7.5312, 3.5489, -3.1483], [8.4807, 4.1988, -2.9999], [2.9639, 2.6122, -5.1442], [2.6864, 3.8154, -4.2463], [2.8499, 2.9875, -6.6206], [2.0219, 1.4870, -4.8363], [0.7204, 1.6993, -4.3290], [-0.4047, 1.3376, -4.9913], [-1.7628, 1.5349, -4.5332], [-2.8370, 1.1587, -5.3480], [-4.1386, 1.3468, -4.9367], [-4.3996, 1.9122, -3.7048], [-3.3555, 2.2894, -2.8840], [-2.0524, 2.1044, -3.2893], [3.3696, -1.6701, -4.9377], [1.6827, -1.1999, -5.1851], [2.9380, -0.6081, -6.2752], [3.2602, -0.7341, -2.5151], [2.7198, 0.9200, -2.2658], [1.5668, -0.3115, -2.7918], [5.5630, 3.1100, -2.7085], [6.5535, 1.7238, -3.1528], [3.4249, 4.5993, -4.4049], [1.7018, 4.2313, -4.4528], [2.7235, 3.5250, -3.1980], [3.5829, 3.7470, -6.8911], [3.0184, 2.1137, -7.2480], [1.8578, 3.3777, -6.8403], [0.6346, 2.1817, -3.3696], [-0.2796, 0.8747, -5.9526], [-2.6378, 0.7196, -6.3103], [-4.9544, 1.0539, -5.5765], [-5.4181, 2.0652, -3.3856], [-3.5570, 2.7362, -1.9244], [-1.2486, 2.4027, -2.6414], [-3.0844, -5.7088, -2.3972], [-3.6265, -4.5674, -1.9302], [-2.7989, -3.5272, -2.1392], [-4.8201, -4.3428, -2.5093], [-3.8397, -4.7214, -0.4186], [-4.2803, -3.4558, 0.1815], [-5.7040, -3.2834, 0.3397], [-6.3024, -3.5464, 1.5717], [-7.6709, -3.5448, 1.6974], [-8.4655, -3.2638, 0.6042], [-7.8878, -2.9664, -0.6138], [-6.5194, -2.9783, -0.7487], [-3.3353, -2.4306, 0.4757], [-3.6119, -1.0991, 0.1391], [-2.7726, -0.0899, 0.5188], [-1.6307, -0.3489, 1.3137], [-0.8015, 0.7218, 1.7348], [0.1487, 0.7317, 2.7895], [1.1426, 1.7368, 2.8219], [2.0749, 1.7793, 3.8188], [2.0422, 0.8547, 4.8687], [3.0334, 0.8540, 5.8866], [4.4411, 0.9954, 5.4948], [4.9906, -0.3285, 4.9417], [6.1833, -0.0807, 4.3652], [5.1264, -1.1922, 5.9643], [4.1186, -0.8115, 4.0368], [2.7362, 0.3990, 7.2221], [2.7974, -0.9523, 7.5647], [2.3490, -1.3828, 8.7917], [1.8608, -0.4728, 9.7094], [1.8281, 0.8723, 9.3995], [2.2573, 1.3046, 8.1685], [1.0131, -0.0960, 4.8887], [0.1057, -0.1761, 3.8727], [-1.3287, -1.7010, 1.5938], [-2.1476, -2.7080, 1.1693], [-4.6055, -5.4805, -0.2529], [-2.9188, -5.0691, 0.0467], [-5.6718, -3.7851, 2.4100], [-8.1222, -3.7762, 2.6476], [-9.5372, -3.2984, 0.6995], [-8.5102, -2.7410, -1.4632], [-6.0565, -2.8012, -1.7040], [-4.4846, -0.8915, -0.4560], [-2.9807, 0.9240, 0.2242], [-0.9160, 1.6470, 1.1960], [1.1587, 2.4722, 2.0368], [2.8236, 2.5516, 3.8221], [4.5423, 1.7674, 4.7330], [5.0335, 1.3000, 6.3578], [3.2167, -1.6420, 6.8526], [2.3674, -2.4327, 9.0340], [1.5170, -0.8090, 10.6723], [1.4573, 1.5827, 10.1206], [2.2295, 2.3490, 7.9122], [0.9623, -0.7815, 5.7144], [-0.6845, -0.9042, 3.9296], [-0.4094, -1.9442, 2.0980], [-1.8914, -3.7307, 1.3806]], "forces_ev_per_a": [[0.314, -0.001, 0.076], [-2.102, -0.563, 0.342], [0.240, -0.146, 0.020], [1.013, 0.847, -0.157], [-1.181, -1.249, 0.148], [-0.634, 0.223, -1.294], [-1.335, -1.467, 0.836], [2.895, 1.942, 0.539], [-1.297, -0.902, -0.162], [-1.145, 0.598, -0.104], [0.171, 0.179, -0.066], [0.152, 0.062, -0.030], [2.054, -0.236, -0.663], [-0.444, -0.303, -0.756], [1.830, 0.301, 0.487], [-0.755, 0.086, 0.330], [0.509, 0.076, 0.178], [-0.175, -0.023, -0.010], [-0.372, 0.005, 0.050], [0.096, 0.028, 0.132], [0.035, -0.163, -0.236], [0.041, -0.050, 0.070], [-0.068, 0.100, 0.078], [0.011, 0.083, -0.051], [0.047, -0.073, -0.032], [0.018, 0.167, 0.072], [-0.063, -0.016, -0.087], [0.154, 0.067, 0.068], [0.106, 0.102, 0.082], [0.040, 0.060, -0.063], [-0.064, 0.015, -0.037], [-0.009, -0.041, 0.159], [0.049, 0.135, -0.013], [-0.008, -0.065, 0.022], [-0.085, 0.026, 0.053], [-0.045, 0.250, 0.410], [0.083, -0.173, -0.372], [0.078, -0.101, -0.225], [-0.117, -0.045, -0.123], [-0.153, 0.022, 0.035], [-0.072, 0.128, 0.182], [0.173, 0.094, 0.178], [-0.222, 0.756, -0.406], [-0.135, -0.518, 1.788], [-0.242, -0.367, -0.720], [0.915, -0.163, -0.687], [-0.149, 0.507, 0.440], [1.136, 0.463, 0.073], [-0.392, 0.252, -0.249], [0.874, 0.017, -0.266], [-0.257, 0.034, 0.146], [-0.222, -0.031, 0.018], [-0.299, 0.058, -0.031], [0.723, 0.016, 0.063], [-1.449, -0.963, 0.035], [-0.313, 0.096, -0.005], [0.194, -0.042, 0.082], [0.347, 0.347, 0.107], [0.061, -0.727, 0.433], [-0.439, -0.034, -0.427], [-0.172, -0.086, 0.109], [0.286, 0.196, -0.174], [1.140, -0.385, 1.290], [-0.271, 0.340, -0.970], [-0.653, 0.163, 0.068], [-0.249, 1.767, 0.637], [-0.501, -0.784, 0.135], [0.453, -0.303, -0.961], [0.697, -0.504, 0.073], [-0.656, -0.448, 0.231], [0.199, 0.358, -0.616], [-0.029, -0.155, 0.254], [-0.035, -0.045, 0.163], [-0.075, -0.029, 0.372], [0.307, 0.139, -0.912], [-0.231, -0.084, 0.244], [0.033, 0.126, 0.040], [-0.012, -0.057, -0.116], [0.161, -0.294, -0.170], [0.060, 0.075, -0.034], [0.099, -0.019, -0.185], [0.138, -0.071, 0.246], [-0.057, -0.033, 0.159], [-0.198, 0.061, 0.018], [-0.081, 0.027, -0.159], [-0.100, 0.198, -0.082], [-0.186, 0.094, -0.049], [-0.098, 0.230, -0.097], [-0.017, 0.318, -0.223], [0.049, 0.210, -0.168], [0.116, 0.158, -0.074], [0.104, -0.139, -0.048], [-0.030, -0.105, -0.050], [-0.209, -0.231, -0.027], [0.080, -0.150, 0.031], [-0.089, -0.081, 0.169], [-0.028, 0.110, 0.077], [-0.083, 0.275, -0.068], [-0.071, -0.146, 0.180], [-0.105, -0.098, 0.047], [0.097, -0.091, 0.075], [0.096, -0.190, 0.104]]}